*1*
The following is a DFT calculation (ωB97M-V/def2-TZVPD) of 5 unconnected molecules or ions with the total composition CH11O4S.

Bonds (Å) are listed after each position.
Cartesian coordinates (Å):
1 C 0.74626 1.66062 0.44574  S2 1.845, H3 1.075, H4 1.070, H5 1.111
2 S -0.18764 0.40758 1.42671  C1 1.845
3 H 1.11716 2.46996 1.04797  C1 1.075
4 H 0.13271 2.20526 -0.24137  C1 1.070
5 H 1.46314 1.28729 -0.31588  C1 1.111
6 H -2.56346 2.86512 0.76013  O8 0.965
7 H -2.01842 1.81180 1.63960  O8 1.021
8 O -2.92033 2.20066 1.36249  H6 0.965, H7 1.021
9 H -1.93758 -3.57970 0.41006  O11 0.948
10 H -1.61481 -2.30257 -0.09516  O11 0.915
11 O -2.35696 -2.82580 0.01687  H9 0.948, H10 0.915
12 H 3.57597 -0.08147 1.13796  O14 1.014
13 H 2.22820 -0.61930 1.33357  O14 0.988
14 O 3.11072 -0.72994 1.76315  H12 1.014, H13 0.988
15 H 1.49790 -1.73968 -5.15122  O17 0.978
16 H 1.39755 -0.21857 -5.19151  O17 0.949
17 O 1.57236 -0.96781 -5.74701  H15 0.978, H16 0.949

Computed properties:
charge = -1
gap between HOMO and LUMO = 6.006 eV
LUMO = 2.8383 eV

---

*2*
The following is a DFT calculation (ωB97M-V/def2-TZVPD) of 5 unconnected molecules or ions with the total composition CH11O4S.

Bonds (Å) are listed after each position.
Cartesian coordinates (Å):
1 C 1.96404 0.39664 0.85085  S2 1.902, H3 1.080, H4 1.184, H5 1.101
2 S 0.40385 1.47813 0.73915  C1 1.902
3 H 1.91221 0.02860 1.86482  C1 1.080
4 H 1.94321 -0.44959 0.02343  C1 1.184
5 H 2.97787 0.81962 0.78239  C1 1.101
6 H -0.27072 2.17768 -2.47741  O8 1.023
7 H 0.47330 1.28738 -1.28112  O8 1.070
8 O 0.34551 1.37270 -2.34030  H6 1.023, H7 1.070
9 H -2.65031 0.35551 -0.07812  O11 0.903
10 H -1.35435 0.00912 0.61996  O11 1.006
11 O -2.31686 -0.25630 0.49616  H9 0.903, H10 1.006
12 H -0.27860 -1.81277 1.72410  O14 0.969
13 H 0.40089 -1.42566 3.00877  O14 1.024
14 O -0.06985 -2.22484 2.57558  H12 0.969, H13 1.024
15 H -0.49363 -0.29021 -2.50556  O17 0.980
16 H -1.75153 -0.54340 -1.59855  O17 1.029
17 O -1.23502 -0.92262 -2.40414  H15 0.980, H16 1.029

Computed properties:
charge = -1
gap between HOMO and LUMO = 7.648 eV
LUMO = 3.6237 eV

---

Of them, the most stable is *2* and the least stable is *1*.

---

*1*
The following is a DFT calculation (ωB97M-V/def2-TZVPD) of 5 unconnected molecules or ions with the total composition CH11O4S.

Bonds (Å) are listed after each position.
Cartesian coordinates (Å):
1 C 1.52424 -0.76752 3.21667  S2 1.737, H3 1.147, H4 1.106, H5 1.087
2 S 0.34034 -0.56907 1.96092  C1 1.737
3 H 1.07303 -0.29820 4.16101  C1 1.147
4 H 2.60419 -0.53106 3.20950  C1 1.106
5 H 1.41873 -1.84403 3.11172  C1 1.087
6 H -2.29842 0.22774 0.40562  O8 0.958
7 H -2.07436 -0.62550 1.55884  O8 0.947
8 O -2.79348 -0.28790 1.04413  H6 0.958, H7 0.947
9 H 2.47744 0.04243 -0.81253  O11 0.973
10 H 1.39336 0.23079 0.41571  O11 1.020
11 O 1.58089 0.34251 -0.58093  H9 0.973, H10 1.020
12 H -1.67846 1.31590 -4.80786  O14 1.011
13 H -1.10224 0.81791 -3.52802  O14 1.008
14 O -0.93200 0.69995 -4.51453  H12 1.011, H13 1.008
15 H -1.02384 0.89896 -1.32065  O17 0.960
16 H 0.19467 0.10116 -1.57141  O17 0.985
17 O -0.70408 0.24592 -1.94817  H15 0.960, H16 0.985

Computed properties:
charge = -1
gap between HOMO and LUMO = 6.626 eV
LUMO = 3.5147 eV

---

*2*
The following is a DFT calculation (ωB97M-V/def2-TZVPD) of 5 unconnected molecules or ions with the total composition CH11O4S.

Bonds (Å) are listed after each position.
Cartesian coordinates (Å):
1 C 1.30508 1.27607 -0.50434  S2 1.855, H3 1.111, H4 1.043, H5 1.102
2 S 0.44295 1.71147 1.07880  C1 1.855
3 H 1.03754 2.09600 -1.20427  C1 1.111
4 H 2.34251 1.17416 -0.52632  C1 1.043
5 H 0.85086 0.31858 -0.80589  C1 1.102
6 H -1.56731 0.92286 0.41544  O8 1.009
7 H -2.17401 0.75262 1.74225  O8 1.032
8 O -2.40436 0.48606 0.77196  H6 1.009, H7 1.032
9 H 1.18800 -1.31882 2.93754  O11 0.969
10 H 1.50667 -0.45198 1.81248  O11 0.991
11 O 1.84942 -1.28206 2.23082  H9 0.969, H10 0.991
12 H 1.70429 -1.95626 -0.21708  O14 1.000
13 H 0.49675 -2.24111 -0.87632  O14 0.993
14 O 1.21281 -2.79138 -0.46235  H12 1.000, H13 0.993
15 H -2.36705 0.17551 -1.31448  O17 1.054
16 H -3.14891 0.65455 -2.75663  O17 0.993
17 O -2.27525 0.47373 -2.32161  H15 1.054, H16 0.993

Computed properties:
charge = -1
gap between HOMO and LUMO = 6.894 eV
LUMO = 3.4911 eV

---

*3*
The following is a DFT calculation (ωB97M-V/def2-TZVPD) of 5 unconnected molecules or ions with the total composition CH11O4S.

Bonds (Å) are listed after each position.
Cartesian coordinates (Å):
1 C 1.29727 -0.87720 -1.11319  S2 1.824, H3 1.099, H4 1.097, H5 1.079
2 S 2.05811 -0.32154 0.44857  C1 1.824
3 H 0.32921 -0.38172 -1.27356  C1 1.099
4 H 1.90866 -0.65759 -1.99690  C1 1.097
5 H 1.11277 -1.94077 -1.10617  C1 1.079
6 H 1.76596 3.04108 0.44007  O8 0.961
7 H 1.28763 1.65939 0.09847  O8 1.000
8 O 0.94620 2.59245 0.21455  H6 0.961, H7 1.000
9 H 0.30198 -1.27352 1.42352  O11 0.992
10 H -0.71393 -1.52657 2.55465  O11 0.961
11 O -0.33300 -1.94792 1.77914  H9 0.992, H10 0.961
12 H -1.64906 -0.23680 -1.62986  O14 0.965
13 H -2.50792 -1.19696 -0.86962  O14 0.971
14 O -2.41442 -0.81051 -1.75494  H12 0.965, H13 0.971
15 H -0.77409 1.93911 0.68736  O17 0.977
16 H -1.08190 0.55223 1.14066  O17 0.966
17 O -1.53346 1.38684 0.95725  H15 0.977, H16 0.966

Computed properties:
charge = -1
gap between HOMO and LUMO = 7.407 eV
LUMO = 3.7107 eV

---

Of them, the most stable is *3* and the least stable is *1*.